No. 1
{
  "formula": "C18H13N3O12S2V",
  "method": "ωB97M-V/def2-TZVPD",
  "orbital_gap_ev": 6.5,
  "homo_energy_ev": -12.581,
  "total_charge": 1,
  "fmax_ev_per_a": 0.9,
  "total_energy_ev": -95269.324,
  "de_lowest_kj_mol": 168.6,
  "symbols": ["V", "O", "C", "O", "C", "C", "C", "C", "C", "N", "C", "O", "O", "H", "H", "H", "H", "O", "S", "O", "O", "C", "C", "C", "C", "C", "C", "S", "O", "O", "O", "H", "H", "H", "H", "C", "N", "C", "C", "C", "O", "N", "C", "O", "H", "H", "H", "H", "H"],
  "coordinates": [[0.575, -1.099, -0.679], [3.308, 2.328, -2.972], [2.751, 1.203, -2.527], [2.090, 0.440, -3.173], [3.174, 0.881, -1.119], [4.246, 1.487, -0.478], [4.696, 0.975, 0.731], [4.147, -0.207, 1.215], [3.108, -0.754, 0.499], [2.575, -0.176, -0.579], [2.592, -2.146, 0.647], [2.814, -2.943, 1.492], [1.809, -2.414, -0.461], [3.048, 2.439, -3.895], [4.723, 2.338, -0.942], [5.512, 1.457, 1.253], [4.524, -0.716, 2.091], [0.214, 2.680, 1.048], [0.016, 1.979, -0.168], [0.154, 0.432, 0.208], [0.826, 2.240, -1.313], [-1.640, 2.176, -0.739], [-2.208, 3.381, -0.381], [-3.340, 3.852, -1.051], [-3.857, 3.146, -2.113], [-3.309, 1.911, -2.465], [-2.211, 1.421, -1.785], [-2.003, -0.317, -2.007], [-2.443, -0.907, -0.787], [-2.483, -0.721, -3.274], [-0.359, -0.553, -2.092], [-1.749, 3.969, 0.402], [-3.787, 4.789, -0.746], [-4.707, 3.527, -2.664], [-3.758, 1.318, -3.252], [-1.668, -2.294, 4.261], [-1.383, -2.506, 2.833], [-1.994, -3.503, 2.145], [-1.786, -3.761, 0.826], [-0.878, -2.888, 0.206], [-0.528, -2.801, -1.024], [-0.258, -1.925, 0.901], [-0.469, -1.625, 2.238], [0.087, -0.745, 2.838], [-1.985, -3.237, 4.698], [-2.445, -1.543, 4.386], [-0.763, -1.953, 4.750], [-2.682, -4.096, 2.734], [-2.294, -4.542, 0.287]]
}



No. 2
{
  "formula": "C2H7N2O",
  "method": "ωB97M-V/def2-TZVPD",
  "orbital_gap_ev": [6.3, 8.1],
  "homo_energy_ev": [-19.154, -20.742],
  "total_charge": 2,
  "fmax_ev_per_a": 1.6,
  "total_energy_ev": -7191.537,
  "de_lowest_kj_mol": 297.8,
  "multiplicity": 2,
  "s_squared": 1.784,
  "symbols": ["N", "C", "C", "N", "O", "H", "H", "H", "H", "H", "H", "H"],
  "coordinates": [[0.078, -0.977, -3.483], [0.495, 1.667, 1.335], [-0.015, 0.392, 1.046], [-0.351, -0.501, 2.051], [-0.228, -0.087, -0.105], [-0.689, -1.471, -3.969], [0.354, -1.305, -2.543], [0.188, 0.042, -3.607], [0.656, 1.988, 2.356], [0.638, 2.364, 0.525], [0.157, -0.529, 2.942], [-1.050, -1.223, 1.842]]
}



No. 3
{
  "formula": "C32H34GeNO3OsS",
  "method": "ωB97M-V/def2-TZVPD",
  "orbital_gap_ev": [4.9, 4.9],
  "homo_energy_ev": [-2.331, -2.329],
  "total_charge": -1,
  "fmax_ev_per_a": 1.6,
  "total_energy_ev": -111184.544,
  "de_lowest_kj_mol": 126.6,
  "symbols": ["Os", "N", "C", "O", "C", "C", "H", "H", "H", "H", "H", "H", "C", "Ge", "C", "C", "C", "C", "C", "C", "C", "C", "C", "C", "C", "C", "C", "C", "C", "C", "C", "C", "H", "H", "H", "H", "H", "H", "H", "H", "H", "H", "H", "H", "H", "H", "H", "C", "C", "O", "H", "H", "H", "C", "C", "C", "C", "C", "C", "C", "S", "C", "O", "H", "H", "H", "H", "H", "H", "H", "H", "H", "H"],
  "coordinates": [[0.300, 0.391, -0.069], [0.604, 2.860, 3.451], [0.598, 2.274, 2.224], [0.721, 1.051, 2.123], [0.478, 3.163, 1.018], [0.975, 2.434, -0.245], [0.485, 2.236, 4.232], [0.203, 3.777, 3.536], [0.992, 4.111, 1.230], [-0.590, 3.394, 0.932], [2.069, 2.452, -0.257], [0.635, 2.994, -1.122], [1.147, -1.119, -0.070], [2.053, -2.559, -0.955], [3.114, -1.945, -2.500], [2.867, -2.331, -3.815], [3.535, -1.735, -4.879], [4.464, -0.733, -4.639], [4.728, -0.339, -3.332], [4.054, -0.936, -2.276], [3.354, -3.421, 0.229], [3.479, -2.998, 1.553], [4.449, -3.545, 2.387], [5.307, -4.524, 1.907], [5.195, -4.954, 0.590], [4.227, -4.403, -0.239], [0.804, -3.914, -1.590], [-0.244, -3.525, -2.431], [-1.200, -4.442, -2.848], [-1.129, -5.762, -2.422], [-0.107, -6.158, -1.571], [0.849, -5.237, -1.154], [2.138, -3.110, -4.018], [3.321, -2.044, -5.895], [4.978, -0.257, -5.465], [5.452, 0.444, -3.138], [4.246, -0.599, -1.262], [2.811, -2.228, 1.927], [4.536, -3.204, 3.412], [6.067, -4.946, 2.553], [5.868, -5.715, 0.210], [4.157, -4.737, -1.270], [-0.326, -2.490, -2.746], [-2.005, -4.122, -3.499], [-1.876, -6.478, -2.745], [-0.054, -7.184, -1.227], [1.635, -5.554, -0.477], [0.288, 0.285, -3.164], [-0.523, 0.194, -1.879], [-1.758, 0.117, -2.033], [-0.215, -0.244, -3.980], [1.304, -0.085, -3.032], [0.353, 1.344, -3.433], [-1.690, -4.716, 2.877], [-1.905, -3.318, 2.354], [-2.046, -3.080, 0.987], [-2.186, -1.796, 0.494], [-2.191, -0.729, 1.383], [-2.108, -0.936, 2.746], [-1.953, -2.233, 3.223], [-2.382, 0.975, 0.793], [-4.140, 0.707, 0.419], [-2.382, 1.850, 2.017], [-1.804, -5.454, 2.083], [-2.399, -4.955, 3.673], [-0.684, -4.825, 3.290], [-2.007, -3.911, 0.290], [-2.269, -1.610, -0.570], [-2.127, -0.081, 3.410], [-1.862, -2.403, 4.291], [-4.539, 0.006, 1.146], [-4.214, 0.317, -0.596], [-4.625, 1.680, 0.498]]
}



No. 4
{
  "formula": "C19H19MnN3O3Si",
  "method": "ωB97M-V/def2-TZVPD",
  "orbital_gap_ev": [5.7, 6.4],
  "homo_energy_ev": [-7.145, -8.077],
  "fmax_ev_per_a": 5.1,
  "total_energy_ev": -69824.750,
  "de_lowest_kj_mol": 0.0,
  "multiplicity": 6,
  "s_squared": 8.761,
  "symbols": ["Mn", "O", "C", "O", "C", "C", "C", "N", "C", "C", "C", "C", "C", "C", "C", "N", "C", "C", "C", "C", "C", "N", "H", "H", "H", "H", "H", "H", "H", "H", "H", "H", "C", "Si", "C", "C", "O", "H", "H", "H", "H", "H", "H", "H", "H", "H"],
  "coordinates": [[0.116, 0.197, -0.018], [-5.579, -3.486, 0.025], [-5.533, -2.362, 0.497], [-6.324, -1.612, 1.044], [-4.081, -1.716, 0.369], [-3.052, -2.434, -0.225], [-1.798, -1.849, -0.315], [-1.574, -0.590, 0.172], [-2.596, 0.113, 0.748], [-3.863, -0.436, 0.860], [-2.171, 1.424, 1.171], [-2.965, 2.323, 1.883], [-2.459, 3.554, 2.230], [-1.156, 3.872, 1.830], [-0.416, 2.939, 1.140], [-0.872, 1.720, 0.816], [-0.604, -2.414, -0.895], [-0.527, -3.688, -1.459], [0.663, -4.130, -1.986], [1.773, -3.277, -1.929], [1.638, -2.029, -1.361], [0.485, -1.569, -0.850], [-3.250, -3.424, -0.601], [-4.685, 0.098, 1.309], [-3.966, 2.037, 2.163], [-3.054, 4.254, 2.795], [-0.737, 4.838, 2.061], [0.596, 3.153, 0.830], [-1.408, -4.309, -1.478], [0.738, -5.109, -2.432], [2.723, -3.592, -2.328], [2.479, -1.347, -1.303], [3.002, 2.132, 2.262], [3.030, 1.880, 0.355], [4.775, 1.200, -0.032], [2.938, 3.511, -0.662], [1.775, 0.944, -0.005], [3.694, 2.910, 2.559], [3.312, 1.214, 2.752], [2.018, 2.382, 2.649], [5.499, 1.942, 0.296], [4.931, 1.037, -1.093], [4.993, 0.274, 0.487], [3.634, 4.239, -0.259], [1.954, 3.969, -0.696], [3.230, 3.316, -1.690]]
}



No. 5
{
  "formula": "C5H12O",
  "method": "ωB97M-V/def2-TZVPD",
  "orbital_gap_ev": 10.0,
  "homo_energy_ev": -9.186,
  "fmax_ev_per_a": 1.5,
  "total_energy_ev": -7423.805,
  "de_lowest_kj_mol": 338.3,
  "symbols": ["C", "C", "C", "C", "C", "O", "H", "H", "H", "H", "H", "H", "H", "H", "H", "H", "H", "H"],
  "coordinates": [[-0.561, -0.983, -0.282], [-0.287, 0.311, -1.009], [0.690, 0.332, -2.155], [0.118, 1.067, 0.238], [-0.939, 0.485, 1.104], [-1.134, -1.558, 2.370], [-1.244, -1.690, -0.809], [-0.970, -1.443, 1.412], [0.368, -1.551, -0.082], [-1.266, 0.691, -1.331], [1.671, -0.031, -1.828], [0.803, 1.365, -2.503], [0.347, -0.284, -2.990], [1.079, 0.670, 0.601], [0.172, 2.155, 0.216], [-1.977, 0.706, 0.853], [-0.802, 0.676, 2.189], [-2.091, -1.471, 2.421]]
}



No. 6
{
  "formula": "C8H17N2",
  "method": "ωB97M-V/def2-TZVPD",
  "orbital_gap_ev": [8.4, 8.5],
  "homo_energy_ev": [-11.967, -11.609],
  "total_charge": 1,
  "fmax_ev_per_a": 5.7,
  "total_energy_ev": -11540.465,
  "de_lowest_kj_mol": 552.8,
  "symbols": ["C", "C", "C", "C", "C", "C", "C", "C", "N", "N", "H", "H", "H", "H", "H", "H", "H", "H", "H", "H", "H", "H", "H", "H", "H", "H", "H"],
  "coordinates": [[0.741, 1.038, 1.358], [-0.517, 1.418, 1.238], [1.267, 0.345, 0.153], [-0.084, 0.056, -0.585], [1.908, -1.021, 0.605], [2.114, 1.092, -0.850], [-1.199, -1.941, 0.638], [-2.497, 0.823, -0.096], [-0.343, -0.195, -1.909], [-1.035, 1.078, -0.050], [1.508, 1.148, 2.036], [-1.071, 2.020, 1.851], [1.492, -1.466, 1.519], [2.943, -0.867, 0.828], [1.857, -1.713, -0.203], [2.474, 0.531, -1.604], [2.952, 1.549, -0.216], [1.509, 1.866, -1.222], [-0.302, -2.468, 1.036], [-1.674, -2.326, -0.319], [-1.783, -1.387, 1.319], [-2.590, -0.034, 0.720], [-2.920, 1.726, 0.230], [-2.870, 0.457, -1.108], [-0.687, 0.526, -2.483], [0.377, -0.721, -2.431], [-0.944, 1.988, -0.576]]
}



Copy entry 2 word for word.
{
  "formula": "C2H7N2O",
  "method": "ωB97M-V/def2-TZVPD",
  "orbital_gap_ev": [6.3, 8.1],
  "homo_energy_ev": [-19.154, -20.742],
  "total_charge": 2,
  "fmax_ev_per_a": 1.6,
  "total_energy_ev": -7191.537,
  "de_lowest_kj_mol": 297.8,
  "multiplicity": 2,
  "s_squared": 1.784,
  "symbols": ["N", "C", "C", "N", "O", "H", "H", "H", "H", "H", "H", "H"],
  "coordinates": [[0.078, -0.977, -3.483], [0.495, 1.667, 1.335], [-0.015, 0.392, 1.046], [-0.351, -0.501, 2.051], [-0.228, -0.087, -0.105], [-0.689, -1.471, -3.969], [0.354, -1.305, -2.543], [0.188, 0.042, -3.607], [0.656, 1.988, 2.356], [0.638, 2.364, 0.525], [0.157, -0.529, 2.942], [-1.050, -1.223, 1.842]]
}



What did the first record say?
{
  "formula": "C18H13N3O12S2V",
  "method": "ωB97M-V/def2-TZVPD",
  "orbital_gap_ev": 6.5,
  "homo_energy_ev": -12.581,
  "total_charge": 1,
  "fmax_ev_per_a": 0.9,
  "total_energy_ev": -95269.324,
  "de_lowest_kj_mol": 168.6,
  "symbols": ["V", "O", "C", "O", "C", "C", "C", "C", "C", "N", "C", "O", "O", "H", "H", "H", "H", "O", "S", "O", "O", "C", "C", "C", "C", "C", "C", "S", "O", "O", "O", "H", "H", "H", "H", "C", "N", "C", "C", "C", "O", "N", "C", "O", "H", "H", "H", "H", "H"],
  "coordinates": [[0.575, -1.099, -0.679], [3.308, 2.328, -2.972], [2.751, 1.203, -2.527], [2.090, 0.440, -3.173], [3.174, 0.881, -1.119], [4.246, 1.487, -0.478], [4.696, 0.975, 0.731], [4.147, -0.207, 1.215], [3.108, -0.754, 0.499], [2.575, -0.176, -0.579], [2.592, -2.146, 0.647], [2.814, -2.943, 1.492], [1.809, -2.414, -0.461], [3.048, 2.439, -3.895], [4.723, 2.338, -0.942], [5.512, 1.457, 1.253], [4.524, -0.716, 2.091], [0.214, 2.680, 1.048], [0.016, 1.979, -0.168], [0.154, 0.432, 0.208], [0.826, 2.240, -1.313], [-1.640, 2.176, -0.739], [-2.208, 3.381, -0.381], [-3.340, 3.852, -1.051], [-3.857, 3.146, -2.113], [-3.309, 1.911, -2.465], [-2.211, 1.421, -1.785], [-2.003, -0.317, -2.007], [-2.443, -0.907, -0.787], [-2.483, -0.721, -3.274], [-0.359, -0.553, -2.092], [-1.749, 3.969, 0.402], [-3.787, 4.789, -0.746], [-4.707, 3.527, -2.664], [-3.758, 1.318, -3.252], [-1.668, -2.294, 4.261], [-1.383, -2.506, 2.833], [-1.994, -3.503, 2.145], [-1.786, -3.761, 0.826], [-0.878, -2.888, 0.206], [-0.528, -2.801, -1.024], [-0.258, -1.925, 0.901], [-0.469, -1.625, 2.238], [0.087, -0.745, 2.838], [-1.985, -3.237, 4.698], [-2.445, -1.543, 4.386], [-0.763, -1.953, 4.750], [-2.682, -4.096, 2.734], [-2.294, -4.542, 0.287]]
}